(i)
Entry from the Open Molecules 2025 dataset: one molecule with the formula C3H8ClP (ωB97M-V/def2-TZVPD).

Computed properties:
Orbital gap ... 10.408 eV
SMILES ... CP[C@@H](C)Cl

Each line ends with the natural charge from an NBO analysis.
Element x y z (Å)
1 C 0.711 1.756 0.069  -0.930
2 P 0.904 0.264 -1.048  0.582
3 C 0.111 -1.013 0.030  -0.519
4 C -1.467 -0.939 -0.001  -0.643
5 Cl 0.473 -2.644 -0.517  -0.043
6 H 0.409 1.664 1.115  0.229
7 H -0.046 2.380 -0.288  0.223
8 H 1.621 2.291 -0.074  0.235
9 H 2.257 -0.151 -0.412  -0.029
10 H 0.611 -0.903 1.173  0.232
11 H -1.773 -0.907 -1.066  0.219
12 H -2.035 -1.814 0.500  0.233
13 H -1.775 0.016 0.518  0.211



(ii)
Entry from the Open Molecules 2025 dataset: a 2-piece molecular cluster, C3H8ClP overall (ωB97M-V/def2-TZVPD).

Computed properties:
Orbital gap (alpha / beta) ... 8.302 / 8.668 eV

Each line ends with the natural charge from an NBO analysis.
Element x y z (Å)
1 C -0.716 -1.670 0.479  -0.678
2 C 1.981 0.683 0.876  -0.425
3 C -0.569 -0.160 0.854  -0.340
4 P -0.596 1.143 -0.520  0.261
5 Cl 2.591 0.523 -0.678  0.026
6 H -0.088 -2.258 1.221  0.228
7 H -0.543 -1.691 -0.545  0.220
8 H -1.774 -1.988 0.545  0.221
9 H 1.668 1.660 1.189  0.195
10 H 2.519 0.058 1.600  0.195
11 H -0.836 0.276 1.746  0.170
12 H -1.927 1.230 -0.701  -0.048
13 H -0.502 0.146 -1.629  -0.025



Energies, relative to the best one, in hartree: (i) 0.0000; (ii) 0.1254.



(i)
Entry from the Open Molecules 2025 dataset: a 3-piece molecular cluster, C7H15NO2S overall (ωB97M-V/def2-TZVPD).

Computed properties:
Orbital gap ... 8.358 eV

Each line ends with the natural charge from an NBO analysis.
Element x y z (Å)
1 C -6.179 -3.523 5.164  -0.911
2 C -5.554 -5.156 2.878  -0.701
3 C -2.819 -7.737 5.615  1.016
4 C 6.507 4.482 -4.183  -0.654
5 C 4.108 4.551 -3.498  -0.641
6 C 5.287 6.702 -3.981  -0.418
7 C 5.323 5.408 -3.979  0.027
8 N -6.270 -6.638 4.566  -1.073
9 O -3.298 -8.172 6.543  -0.502
10 O -2.290 -7.249 4.740  -0.514
11 S -6.753 -4.829 4.289  0.887
12 H -5.104 -3.237 5.417  0.217
13 H -6.849 -3.262 5.904  0.207
14 H -5.579 -4.332 2.258  0.213
15 H -4.529 -5.340 3.230  0.222
16 H 6.146 3.461 -4.097  0.206
17 H 7.120 4.512 -5.056  0.223
18 H 7.176 4.558 -3.326  0.222
19 H 4.460 3.588 -3.284  0.201
20 H 3.290 4.461 -4.300  0.220
21 H 3.632 4.953 -2.567  0.215
22 H 6.176 7.231 -4.227  0.199
23 H -6.111 -5.844 2.391  0.232
24 H 4.346 7.209 -3.626  0.201
25 H -5.275 -6.584 4.586  0.337
26 H -6.680 -7.174 5.314  0.372



(ii)
Entry from the Open Molecules 2025 dataset: one molecule with the formula C7H15NO2S (ωB97M-V/def2-TZVPD).

Computed properties:
Orbital gap (alpha / beta) ... 7.598 / 6.626 eV

Each line ends with the natural charge from an NBO analysis.
Element x y z (Å)
1 C -0.216 -1.125 -3.094  -0.932
2 C 0.418 0.344 1.363  -0.505
3 C -0.362 1.481 0.689  -0.231
4 C 0.243 -1.015 0.760  0.196
5 C 1.392 -1.954 0.879  -0.693
6 C -1.136 -1.575 0.677  -0.707
7 C 0.093 3.138 -1.063  -0.419
8 N 0.258 1.784 -0.590  -0.171
9 O 1.984 -0.258 -1.990  -0.926
10 O -0.286 0.918 -1.595  -0.597
11 S 0.586 -0.515 -1.738  1.713
12 H 0.374 -1.864 -3.613  0.227
13 H -1.221 -1.448 -2.872  0.209
14 H 1.474 0.612 1.326  0.233
15 H 0.111 0.305 2.417  0.219
16 H -1.427 1.234 0.575  0.188
17 H -0.283 2.372 1.316  0.210
18 H 2.309 -1.480 0.533  0.246
19 H 1.221 -2.854 0.292  0.224
20 H 1.548 -2.260 1.920  0.221
21 H -1.626 -1.545 1.656  0.223
22 H -1.119 -2.607 0.337  0.227
23 H -1.758 -1.002 -0.011  0.238
24 H 0.572 3.200 -2.039  0.226
25 H -0.959 3.436 -1.159  0.174
26 H 0.604 3.806 -0.373  0.206



Energies, relative to the best one, in hartree: (i) 0.0000; (ii) 0.0595.



(i)
Entry from the Open Molecules 2025 dataset: one molecule with the formula C6H9NS (ωB97M-V/def2-TZVPD).

Computed properties:
Orbital gap ... 9.150 eV
SMILES ... C=C=N[C@H]1SC1(C)C

Each line ends with the natural charge from an NBO analysis.
Element x y z (Å)
1 C 3.563 -0.090 0.257  -0.696
2 C 2.307 -0.318 -0.161  0.493
3 N 1.242 -0.397 -0.739  -0.442
4 C -0.031 -0.809 -0.781  -0.092
5 S -0.770 -1.883 0.578  0.023
6 C -1.072 -0.174 0.055  -0.112
7 C -0.655 0.948 0.937  -0.607
8 C -2.363 0.119 -0.693  -0.608
9 H 3.694 0.657 1.168  0.246
10 H 4.325 -0.865 0.370  0.251
11 H -0.317 -1.323 -1.692  0.239
12 H -0.878 1.759 0.362  0.209
13 H 0.440 0.853 1.147  0.223
14 H -1.322 0.918 1.885  0.227
15 H -2.601 -0.570 -1.421  0.218
16 H -2.337 1.154 -1.152  0.206
17 H -3.226 0.020 -0.119  0.219



(ii)
Entry from the Open Molecules 2025 dataset: one molecule with the formula C6H9NS (ωB97M-V/def2-TZVPD).

Computed properties:
Orbital gap ... 9.087 eV
SMILES ... C/C=C1\SCN=C1C

Each line ends with the natural charge from an NBO analysis.
Element x y z (Å)
1 C 1.557 0.699 2.115  -0.644
2 C 0.345 0.420 1.266  -0.171
3 C 0.286 0.278 -0.070  -0.207
4 S 1.686 0.391 -1.208  0.135
5 C 0.655 -0.776 -2.379  -0.295
6 N -0.700 -0.639 -1.954  -0.410
7 C -0.895 -0.115 -0.818  0.259
8 C -2.215 -0.109 -0.163  -0.656
9 H 2.196 1.455 1.808  0.220
10 H 2.147 -0.158 2.230  0.225
11 H 1.136 1.079 3.053  0.212
12 H -0.503 0.324 1.830  0.196
13 H 1.024 -1.742 -2.103  0.207
14 H 0.739 -0.672 -3.478  0.223
15 H -2.249 0.780 0.404  0.221
16 H -2.234 -1.073 0.489  0.238
17 H -2.973 -0.143 -1.023  0.248



Energies, relative to the best one, in hartree: (i) 0.0625; (ii) 0.0000.



(i)
Entry from the Open Molecules 2025 dataset: one molecule with the formula C6H9NS (ωB97M-V/def2-TZVPD).

Computed properties:
Orbital gap ... 8.813 eV
SMILES ... C=C=C/C=C\CSN

Each line ends with the natural charge from an NBO analysis.
Element x y z (Å)
1 C 2.056 1.982 -0.078  -0.513
2 C 1.815 0.737 0.219  0.154
3 C 1.684 -0.480 0.633  -0.349
4 C 0.812 -1.576 0.191  -0.218
5 C -0.317 -1.505 -0.522  -0.175
6 C -0.845 -0.207 -1.110  -0.571
7 S -1.318 0.999 0.247  0.320
8 N -2.635 0.044 0.904  -0.939
9 H 2.010 2.705 0.709  0.223
10 H 2.505 2.413 -0.948  0.223
11 H 2.360 -0.795 1.368  0.233
12 H 0.896 -2.582 0.711  0.219
13 H -0.793 -2.534 -0.826  0.215
14 H -0.048 0.374 -1.649  0.248
15 H -1.753 -0.411 -1.669  0.223
16 H -3.422 0.156 0.227  0.347
17 H -3.006 0.678 1.593  0.361



(ii)
Entry from the Open Molecules 2025 dataset: C6H9NS as an isolated structure (ωB97M-V/def2-TZVPD).

Computed properties:
Orbital gap ... 8.875 eV

Each line ends with the natural charge from an NBO analysis.
Element x y z (Å)
1 C 0.440 1.375 0.870  -0.369
2 C -0.946 0.702 0.555  -0.107
3 C 0.883 0.872 -0.580  -0.089
4 C 1.049 -0.710 -0.396  -0.252
5 C -0.257 -1.386 -0.613  -0.466
6 C -0.804 -0.832 0.681  -0.260
7 H 0.986 1.002 1.685  0.222
8 H 0.149 2.506 0.956  0.220
9 H -1.863 1.203 0.760  0.221
10 H -0.870 0.523 -1.707  0.351
11 H 1.630 1.328 -1.285  0.219
12 H 1.885 -1.250 -0.832  0.226
13 H -0.088 -2.483 -0.591  0.235
14 H -0.891 -1.177 -1.503  0.188
15 H -1.607 -1.367 1.393  0.239
16 N -0.593 1.068 -0.854  -0.618
17 S 0.896 -1.373 1.463  0.040



(iii)
Entry from the Open Molecules 2025 dataset: C6H9NS as an isolated structure (ωB97M-V/def2-TZVPD).

Computed properties:
Orbital gap ... 8.378 eV

Each line ends with the natural charge from an NBO analysis.
Element x y z (Å)
1 C -0.203 1.377 1.247  -0.658
2 C -0.434 1.084 -0.168  0.100
3 C -0.589 1.761 -1.255  -0.382
4 C 1.240 -0.706 -0.228  -0.056
5 C 1.444 -2.053 -0.160  -0.459
6 C -1.182 -1.021 -0.202  -0.031
7 H -0.655 2.318 1.841  0.262
8 H 0.901 1.187 1.395  0.229
9 H -0.531 0.317 2.068  0.226
10 H -0.960 2.888 -1.375  0.227
11 H -0.791 1.114 -2.271  0.226
12 H 2.084 0.276 -0.260  0.275
13 H 2.742 -2.274 0.070  0.220
14 H 0.744 -2.983 -0.018  0.256
15 H -0.851 -1.943 -0.315  0.157
16 N -0.154 -0.320 -0.378  -0.448
17 S -2.803 -1.023 0.010  -0.143



Energies, relative to the best one, in hartree: (i) 0.0000; (ii) 0.0051; (iii) 0.1022.



(i)
Entry from the Open Molecules 2025 dataset: a 2-piece molecular cluster, C2H2Cl4Si overall (ωB97M-V/def2-TZVPD).

Computed properties:
Orbital gap ... 9.089 eV

Each line ends with the natural charge from an NBO analysis.
Element x y z (Å)
1 C 0.891 -0.070 0.566  -0.379
2 C 1.704 0.150 -0.427  -0.313
3 Si -1.708 0.085 0.039  1.262
4 Cl 3.412 -0.060 -0.428  -0.014
5 Cl -2.458 1.913 0.386  -0.308
6 Cl -2.111 -0.844 -1.684  -0.323
7 Cl -2.203 -1.243 1.356  -0.335
8 H 1.160 -0.459 1.547  0.203
9 H 1.314 0.527 -1.354  0.208



(ii)
Entry from the Open Molecules 2025 dataset: a 2-piece molecular cluster, C2H2Cl4Si overall (ωB97M-V/def2-TZVPD).

Computed properties:
Orbital gap ... 11.818 eV
SMILES ... C#C[Si](Cl)(Cl)Cl.Cl

Each line ends with the natural charge from an NBO analysis.
Element x y z (Å)
1 C 0.018 1.362 0.999  -0.153
2 C -0.373 0.777 0.021  -0.521
3 Si -0.913 -0.156 -1.482  1.387
4 Cl 0.198 -1.836 -1.597  -0.319
5 Cl -0.623 0.988 -3.116  -0.315
6 Cl -2.866 -0.610 -1.257  -0.318
7 H 0.316 1.847 1.883  0.240
8 Cl 2.623 -1.441 2.576  -0.270
9 H 1.619 -0.932 1.973  0.269



Energies, relative to the best one, in hartree: (i) 0.0622; (ii) 0.0000.